Arrangement P

# CH3PS

An isolated molecule of CH3PS (ωB97M-V/def2-TZVPD, the Open Molecules 2025 dataset).

Cartesian coordinates (Å):
1 C -0.21775 0.38074 -0.30562
2 P 0.31932 -1.32198 0.04076
3 S 1.54082 0.53633 0.14879
4 H -0.50410 0.69441 -1.34084
5 H -1.01745 0.97155 0.17923
6 H -0.12085 -1.26104 1.27768

The total charge is 0. The frontier orbital gap is 9.199 eV.

Löwdin atomic charge list, values in e, 4 entries:
1. C -0.92
2. P 0.63
3. S 0.41
4. H 0.03



Arrangement Q

# CH3PS

A structure of composition CH3PS (ωB97M-V/def2-TZVPD, the Open Molecules 2025 dataset).

Cartesian coordinates (Å):
1 C 0.16944 -0.13760 -0.49040
2 P -0.98098 1.03540 -0.08681
3 S -2.56344 3.20938 0.02159
4 H 0.41840 -0.31592 -1.52075
5 H 0.68611 -0.71219 0.25708
6 H -1.00623 0.90508 1.30697

The total charge is 0. The frontier orbital gap (alpha / beta) is 7.130 / 7.019 eV.

Löwdin atomic charge list, values in e, 4 entries:
1. C -0.36
2. P 0.64
3. S -0.12
4. H -0.02



Most favorable structure: arrangement P. The second most favorable one is 294.1 kJ/mol above it.



Arrangement P

# S2

A cluster of 2 separate species, S2 in total (ωB97M-V/def2-TZVPD, the Open Molecules 2025 dataset).

Cartesian coordinates (Å):
1 S 1.43956 1.09928 0.03077
2 S -1.43956 -1.09928 -0.03077

The total charge is 0. The frontier orbital gap is 4.043 eV.

Taken from the Löwdin analysis, the atomic charges in e are:
1. S 0.00
2. S 0.00



Arrangement Q

# S2

An isolated molecule of S2 (ωB97M-V/def2-TZVPD, the Open Molecules 2025 dataset).

Cartesian coordinates (Å):
1 S 0.00000 0.00000 1.14692
2 S 0.00000 0.00000 -1.14692

The total charge is 0. The frontier orbital gap is 5.632 eV.

Taken from the Löwdin analysis, the atomic charges in e are:
1. S 0.00
2. S 0.00



Arrangement R

# S2

An isolated molecule of S2 (ωB97M-V/def2-TZVPD, the Open Molecules 2025 dataset).

Cartesian coordinates (Å):
1 S 1.15519 0.32227 0.45160
2 S -1.15519 -0.32227 -0.45160

The total charge is 0. The frontier orbital gap is 5.514 eV.

Taken from the Löwdin analysis, the atomic charges in e are:
1. S 0.00
2. S 0.00



Arrangement S

# S2

An isolated molecule of S2 (ωB97M-V/def2-TZVPD, the Open Molecules 2025 dataset).

Cartesian coordinates (Å):
1 S 0.50937 0.74538 0.56728
2 S -0.50937 -0.74538 -0.56728

The total charge is 0. The frontier orbital gap is 5.693 eV.

Taken from the Löwdin analysis, the atomic charges in e are:
1. S 0.00
2. S 0.00



Most favorable structure: arrangement S. The second most favorable one is 84.7 kJ/mol above it.



Arrangement P

# C7H10ClN2O

A cluster of 2 separate species, C7H10ClN2O in total (ωB97M-V/def2-TZVPD, the Open Molecules 2025 dataset).

Cartesian coordinates (Å):
1 C -1.78962 0.92330 0.04251
2 C -3.98843 0.01258 -0.55654
3 C -3.29974 -1.09545 0.13950
4 C -3.06595 0.38845 0.53068
5 C 2.68312 0.23101 0.04711
6 C 4.13743 0.63712 0.02686
7 C 2.33003 -1.19889 0.20426
8 N -0.89057 1.35515 -0.50201
9 N 1.81307 1.07121 -0.27188
10 O 0.95679 1.85235 -0.44895
11 Cl 0.83917 -1.56002 -0.69217
12 H -3.67064 0.55143 -1.48511
13 H -5.08062 0.02583 -0.44837
14 H -3.96724 -1.55250 0.89199
15 H -2.35706 -1.59116 -0.19002
16 H -3.43704 0.81630 1.45077
17 H 4.19604 1.71787 -0.09253
18 H 4.71846 0.19261 -0.85897
19 H 4.65837 0.35209 0.97528
20 H 2.00763 -1.24886 1.35783
21 H 3.20682 -1.88043 -0.12022

The total charge is +1. The frontier orbital gap is 8.116 eV.

Löwdin atomic charge list, values in e, 4 entries:
1. C -0.08
2. C -0.13
3. C -0.06
4. C -0.25



Arrangement Q

# C7H10ClN2O

The ion C7H10ClN2O with charge +1 (ωB97M-V/def2-TZVPD, the Open Molecules 2025 dataset).

Cartesian coordinates (Å):
1 C 0.09737 -1.29910 -0.53546
2 C 1.07266 -0.41840 0.01734
3 C 0.80663 0.92392 0.01377
4 C 2.49033 -1.00302 0.20124
5 C -1.34166 -1.00898 -0.74492
6 C -1.83793 0.21464 0.05783
7 C -1.44783 2.61707 0.17677
8 N -1.11790 1.38115 -0.40520
9 N 2.74578 -2.32095 0.48214
10 O 3.37295 -0.26233 -0.07073
11 Cl 1.73665 2.21473 0.20675
12 H 0.30146 -2.35729 -0.68584
13 H -1.37195 -0.75809 -1.81952
14 H -1.87139 -1.89909 -0.48886
15 H -2.90106 0.29029 -0.11189
16 H -1.74006 0.05873 1.07499
17 H -1.79267 2.74879 1.28199
18 H -2.47988 2.73193 -0.36946
19 H -0.68533 3.27550 -0.21058
20 H 2.20672 -2.71855 1.24676
21 H 3.75711 -2.41091 0.68286

The total charge is +1. The frontier orbital gap (alpha / beta) is 6.959 / 6.960 eV.

Löwdin atomic charge list, values in e, 4 entries:
1. C 0.12
2. C -0.14
3. C -0.42
4. C -0.52



Most favorable structure: arrangement Q. The second most favorable one is 202.3 kJ/mol above it.



Arrangement P

# C5H10O2

A cluster of 2 separate species, C5H10O2 in total (ωB97M-V/def2-TZVPD, the Open Molecules 2025 dataset).

Cartesian coordinates (Å):
1 C -2.79061 -1.78357 -1.79552
2 C -1.92097 -0.68281 -1.38541
3 C -0.78152 -0.86045 -0.61050
4 C 0.26099 0.05367 -0.62958
5 C 1.40709 -0.23862 0.08329
6 O 2.40252 0.57283 0.27604
7 H -2.25481 -2.35478 -2.57434
8 H -3.75154 -1.50805 -2.23056
9 H -2.97566 -2.53340 -1.02627
10 H -2.11323 0.30147 -1.80645
11 H -0.70770 -1.78710 -0.05404
12 H 0.17052 0.85441 -1.35663
13 H 1.54343 -1.14651 0.64930
14 H 2.34767 1.34134 -0.32018
15 H 0.64218 2.85942 2.73055
16 H 1.89672 1.96590 2.77247
17 O 1.10262 2.19236 3.26284

Its expectation value of S² is 0.77. The spin multiplicity is 2. The total charge is +1. The frontier orbital gap (alpha / beta) is 9.019 / 7.307 eV.

Löwdin atomic charge list, values in e, 4 entries:
1. C -0.05
2. C -0.02
3. C -0.04
4. C -0.01



Arrangement Q

# C5H10O2

A cluster of 2 separate species, C5H10O2 in total (ωB97M-V/def2-TZVPD, the Open Molecules 2025 dataset).

Cartesian coordinates (Å):
1 C -2.48157 0.11485 -0.93640
2 C 2.42786 0.01763 -0.83480
3 C 1.19340 -0.46972 -0.48903
4 O 0.98287 -1.73572 -0.08870
5 C 0.02953 0.30222 -0.72621
6 C -1.21871 -0.06670 -0.24576
7 H -2.88863 -0.82647 -1.33503
8 H -3.23441 0.48900 -0.23383
9 H -2.43055 0.82029 -1.74661
10 H 3.31615 -0.59707 -0.82815
11 H 2.61150 1.06232 -0.97134
12 H 1.76166 -2.24713 -0.37086
13 H 0.20852 1.16136 -1.36698
14 H -1.18715 -0.27618 0.81890
15 H -0.86223 1.13988 3.36938
16 H 0.04784 1.36009 2.09299
17 O -0.65884 1.72233 2.63224

Its expectation value of S² is 0.80. The spin multiplicity is 2. The total charge is +1. The frontier orbital gap (alpha / beta) is 8.845 / 7.500 eV.

Löwdin atomic charge list, values in e, 4 entries:
1. C -0.02
2. C 0.23
3. C -0.35
4. O 0.11



Most favorable structure: arrangement P. The second most favorable one is 93.4 kJ/mol above it.



Arrangement P

# C20H31N5O4

An isolated molecule of C20H31N5O4 (ωB97M-V/def2-TZVPD, the Open Molecules 2025 dataset).

Cartesian coordinates (Å):
1 C -4.05531 -0.17102 0.40196
2 C -3.10315 -0.95623 1.30005
3 C -3.40650 -2.45088 1.26392
4 C -3.15315 -0.41565 2.74561
5 N -1.88874 0.08227 3.24851
6 N -0.83904 -0.83639 3.41437
7 C 0.33235 -0.09178 3.36932
8 C 1.62742 -0.75342 3.72134
9 C 2.77492 0.22138 3.51505
10 O 3.16895 0.95714 4.39994
11 N 3.29796 0.24101 2.26894
12 C 2.73958 -0.21445 0.98503
13 C 3.53260 0.91960 0.28464
14 C 2.71658 1.96313 -0.46498
15 N 2.54587 1.67796 -1.88716
16 C 3.38443 2.42224 -2.81183
17 C 1.58582 0.79737 -2.25388
18 O 0.96054 0.17582 -1.39735
19 C 1.34754 0.62878 -3.74390
20 C 0.10917 -0.11861 -4.24099
21 O -0.21951 0.01569 -5.40647
22 N -0.51686 -0.93074 -3.37099
23 C -1.67901 -1.67156 -3.75206
24 C -2.55337 -2.17297 -2.65070
25 C -3.03595 -1.06503 -3.55260
26 C 4.02417 1.36619 1.68429
27 C 0.07792 1.16978 2.98171
28 C -1.36650 1.29580 2.80689
29 O -2.04211 2.20379 2.35769
30 H -5.08520 -0.27587 0.75488
31 H -3.80182 0.88963 0.40799
32 H -4.02066 -0.53516 -0.62629
33 H -2.08096 -0.80189 0.93744
34 H -4.41190 -2.64591 1.64713
35 H -3.36218 -2.84123 0.24605
36 H -2.69729 -3.01391 1.87429
37 H -3.83324 0.43271 2.81363
38 H -3.51341 -1.18125 3.43727
39 H -0.95922 -1.40433 4.24628
40 H 1.62733 -1.04372 4.77318
41 H 1.75428 -1.65342 3.11522
42 H 3.03209 -1.22965 0.71575
43 H 1.65921 -0.10962 0.90285
44 H 4.33898 0.55233 -0.35037
45 H 1.73282 2.06730 -0.00159
46 H 3.21880 2.93002 -0.39727
47 H 3.48312 1.90413 -3.76024
48 H 2.99237 3.42589 -2.99628
49 H 4.38325 2.51591 -2.38576
50 H 1.31801 1.59886 -4.23834
51 H 2.20502 0.10057 -4.17231
52 H -0.20740 -0.89594 -2.40715
53 H -1.53747 -2.29300 -4.62566
54 H -2.99114 -3.15588 -2.75053
55 H -2.27070 -1.90271 -1.64112
56 H -3.06481 -0.06570 -3.14059
57 H -3.80263 -1.28893 -4.28026
58 H 3.63878 2.33122 2.02591
59 H 5.10067 1.34005 1.84962
60 H 0.78868 1.96025 2.80990

The total charge is 0. The frontier orbital gap is 9.071 eV.

Löwdin atomic charge list, values in e, 4 entries:
1. C -0.07
2. C -0.41
3. C -0.08
4. C -0.12



Arrangement Q

# C20H31N5O4

An isolated molecule of C20H31N5O4 (ωB97M-V/def2-TZVPD, the Open Molecules 2025 dataset).

Cartesian coordinates (Å):
1 C -0.30973 -0.29917 2.48962
2 N 0.29534 -0.77248 1.24939
3 C 0.13405 0.06281 0.06206
4 C -0.94661 -0.46591 -0.87789
5 O -2.16206 -0.70581 -0.18057
6 C -1.26801 0.51436 -1.99509
7 N -1.80178 1.76564 -1.50553
8 C -1.01361 2.86153 -1.33035
9 O 0.17247 2.86665 -1.62769
10 C -1.67749 4.04566 -0.75572
11 C -3.01590 4.28681 -0.38091
12 N -3.16768 5.50422 0.10730
13 N -1.94223 6.05768 0.05951
14 C -1.76728 7.44183 0.47507
15 C -0.50087 7.67434 1.26820
16 C 0.86922 7.75484 0.54892
17 C 1.23994 8.93038 1.47801
18 C -0.26490 9.11680 1.76811
19 C -1.02623 5.22300 -0.45388
20 C 1.22722 -1.76390 1.35225
21 O 1.46094 -2.30969 2.41892
22 C 1.97581 -2.16660 0.09346
23 C 2.48147 -3.61063 0.17373
24 C 1.34117 -4.62358 0.16418
25 C 0.74513 -4.77045 -1.22925
26 C 1.81433 -5.26878 -2.19329
27 C 3.13692 -4.53648 -2.09404
28 O 3.95436 -4.57134 -2.99626
29 N 3.39785 -3.88070 -0.92877
30 H -0.51556 -1.14340 3.14205
31 H 0.35822 0.38426 3.02065
32 H -1.23617 0.22073 2.25449
33 H -0.14228 1.06099 0.39978
34 H 1.07492 0.17108 -0.47705
35 H -0.60203 -1.39924 -1.34287
36 H -1.97713 -1.32555 0.53404
37 H -0.36672 0.73803 -2.56390
38 H -1.99726 0.05331 -2.66187
39 H -2.72532 1.75816 -1.10879
40 H -3.87526 3.63696 -0.44394
41 H -1.77913 8.08595 -0.40929
42 H -2.64516 7.68092 1.07367
43 H -0.45284 6.96898 2.10138
44 H 1.51004 6.87428 0.56520
45 H 0.74723 8.08623 -0.48501
46 H 1.77743 8.58605 2.36124
47 H 1.77916 9.76896 1.04229
48 H -0.71256 9.84182 1.08481
49 H -0.57168 9.35577 2.78498
50 H 0.00723 5.49236 -0.58211
51 H 1.37499 -2.03355 -0.80502
52 H 2.83147 -1.49048 -0.00740
53 H 3.03014 -3.71656 1.10895
54 H 1.72907 -5.59204 0.49115
55 H 0.59485 -4.31754 0.89740
56 H -0.09697 -5.46376 -1.21303
57 H 0.34635 -3.81243 -1.57668
58 H 2.04050 -6.31955 -1.98873
59 H 1.50140 -5.21535 -3.23492
60 H 4.29391 -3.41608 -0.92357

The total charge is 0. The frontier orbital gap is 9.897 eV.

Löwdin atomic charge list, values in e, 4 entries:
1. C -0.03
2. N -0.10
3. C -0.11
4. C -0.34



Most favorable structure: arrangement Q. The second most favorable one is 137.4 kJ/mol above it.